1.
Molecular formula: C17H25NO4
Method: DFT, ωB97M-V/def2-TZVPD

Computed properties:
**Net charge**: 0
**Relative energy (zero: lowest compared OMol25 entry of this formula, charge and spin)**: 2.512 eV
**Maximum force**: 0.058 hartree/bohr
**Orbital gap**: 8.38 eV

Each line ends with the Löwdin charge.
Atoms and positions in Å:
O -0.59 -0.35 2.51  0.10
O 1.02 1.48 -1.46  0.10
O 1.45 -2.24 -0.71  0.12
O 3.05 0.90 -2.40  -0.03
C 0.03 -0.05 1.50  -0.31
C 2.07 0.83 -1.44  -0.38
C 1.20 -1.10 -0.33  -0.30
C -0.09 -0.75 0.23  -0.03
C -1.27 -0.93 -0.43  -0.13
N -2.50 -0.45 0.06  -0.10
C 2.82 1.64 -3.58  -0.06
C -1.91 -2.84 -1.87  -0.08
C 3.52 1.63 1.02  -0.03
C 3.04 -0.57 2.18  -0.01
C 1.16 1.00 1.65  -0.05
C 2.37 -0.11 -0.27  -0.10
C -1.37 -1.43 -1.88  -0.17
C -2.77 0.98 0.07  -0.17
C -3.25 -1.16 1.12  -0.16
C -3.97 1.12 0.95  -0.19
C -3.88 -0.03 1.92  -0.18
C 2.52 0.47 1.14  -0.49
H 1.85 1.37 -3.98  0.09
H 3.55 1.43 -4.36  0.09
H 2.82 2.73 -3.43  0.10
H -1.21 -3.56 -1.44  0.09
H -2.09 -3.13 -2.88  0.06
H -2.89 -2.86 -1.37  0.08
H 3.71 2.03 2.02  0.09
H 3.14 2.43 0.37  0.09
H 4.46 1.32 0.58  0.09
H 3.00 -0.18 3.22  0.10
H 2.48 -1.49 2.14  0.08
H 4.13 -0.82 1.96  0.11
H 1.27 1.29 2.73  0.14
H 0.87 1.90 1.09  0.13
H 3.26 -0.64 -0.56  0.15
H -0.42 -1.39 -2.41  0.10
H -2.05 -0.77 -2.41  0.12
H -1.92 1.52 0.44  0.11
H -3.00 1.42 -0.92  0.13
H -3.98 -1.84 0.67  0.10
H -2.61 -1.84 1.73  0.13
H -4.89 0.99 0.35  0.12
H -3.98 2.10 1.45  0.12
H -3.23 0.24 2.76  0.11
H -4.89 -0.30 2.29  0.12

2.
Molecular formula: C17H25OOs
Method: DFT, ωB97M-V/def2-TZVPD

Computed properties:
**Net charge**: +1
**2S+1**: 5
**Maximum force**: 0.099 hartree/bohr
**Orbital gap (alpha / beta)**: 6.42 / 7.07 eV

Each line ends with the Löwdin charge.
Atoms and positions in Å:
C -0.22 3.36 -2.52  -0.42
C 0.13 2.58 -3.73  -0.09
C -1.58 3.96 -2.47  -0.08
C 0.88 4.13 -1.92  -0.10
H -1.61 4.83 -3.16  0.10
H -1.84 4.34 -1.48  0.07
H -2.36 3.27 -2.82  0.07
H 0.28 3.26 -4.58  0.10
H -0.66 1.88 -4.03  0.07
H 1.08 2.04 -3.60  0.08
H 1.08 5.03 -2.52  0.10
H 1.81 3.55 -1.90  0.08
H 0.65 4.49 -0.90  0.07
C -1.58 -1.26 -0.30  -0.17
C -2.44 -0.17 -0.62  -0.18
C -1.93 0.47 -1.78  -0.17
H -3.32 0.15 -0.06  0.13
C -0.74 -0.22 -2.17  -0.17
C -0.53 -1.28 -1.25  -0.18
H 0.33 -1.94 -1.22  0.12
H -1.69 -1.93 0.55  0.12
H -2.33 1.36 -2.25  0.10
H -0.07 0.05 -2.97  0.11
C 0.92 0.96 1.43  -0.19
C -0.35 0.67 1.99  -0.17
C -1.27 1.66 1.55  -0.17
H -0.58 -0.19 2.61  0.12
C -0.57 2.57 0.73  -0.18
C 0.79 2.14 0.66  -0.17
H 1.58 2.57 0.04  0.11
H 1.81 0.35 1.52  0.11
H -2.33 1.69 1.77  0.14
H -1.01 3.42 0.21  0.10
Os -0.52 0.60 -0.15  1.48
C 0.19 -3.27 2.68  -0.03
C 1.42 -3.14 1.82  -0.52
C 2.34 -4.33 1.75  -0.02
O 1.69 -2.11 1.19  0.14
H 0.28 -4.14 3.34  0.09
H -0.70 -3.40 2.06  0.07
H 0.06 -2.38 3.29  0.07
H 2.25 -4.79 0.75  0.08
H 3.37 -3.98 1.86  0.08
H 2.12 -5.08 2.51  0.09

3.
Molecular formula: C17H26AlCl2N2O
Method: DFT, ωB97M-V/def2-TZVPD

Computed properties:
**Net charge**: -1
**Relative energy (zero: lowest compared OMol25 entry of this formula, charge and spin)**: 4.878 eV
**Maximum force**: 0.091 hartree/bohr
**Orbital gap (alpha / beta)**: 3.74 / 3.70 eV

Each line ends with the Löwdin charge.
Atoms and positions in Å:
Al 1.82 -0.08 0.01  -0.47
Cl 1.10 -1.87 -0.92  0.37
Cl 1.45 2.00 0.32  0.28
C 3.48 -0.58 0.93  -0.25
H 4.03 0.23 1.42  0.03
H 4.09 -1.00 0.12  0.00
C -1.28 1.20 -2.01  -0.12
C -0.17 0.61 -2.28  -0.22
H -1.33 1.92 -1.19  0.10
C 0.03 -0.31 -3.47  -0.22
H 0.78 0.90 -1.80  -0.01
C -1.20 -0.42 -4.41  -0.21
H 0.89 0.01 -4.07  0.11
H 0.27 -1.33 -3.12  0.03
C -2.51 -0.26 -3.65  -0.22
H -1.14 0.34 -5.19  0.10
H -1.19 -1.39 -4.92  0.10
C -2.52 1.06 -2.85  -0.19
H -3.37 -0.31 -4.32  0.10
H -2.58 -1.08 -2.94  0.12
H -2.55 1.88 -3.58  0.11
H -3.44 1.13 -2.25  0.11
C -3.15 -0.01 7.06  -0.09
C -1.92 -0.88 7.23  -0.22
N -0.83 -0.59 6.28  -0.08
C -0.13 0.69 6.53  -0.23
C 0.61 0.67 7.86  -0.10
C -1.02 -1.00 4.96  -0.41
O -2.07 -1.49 4.57  0.04
C 0.21 -0.96 4.09  -0.18
C 1.44 -1.34 4.65  -0.08
C 2.53 -1.47 3.78  -0.08
C 2.35 -1.15 2.44  -0.30
N 1.22 -0.72 1.94  -0.07
C 0.11 -0.68 2.73  -0.05
H -2.89 1.05 7.12  0.06
H -3.87 -0.24 7.85  0.07
H -3.61 -0.22 6.09  0.07
H -1.49 -0.77 8.23  0.09
H -2.20 -1.93 7.07  0.12
H 0.59 0.87 5.72  0.11
H -0.86 1.52 6.52  0.11
H 1.29 -0.18 7.92  0.07
H 1.20 1.59 7.95  0.07
H -0.09 0.64 8.71  0.06
H 1.52 -1.54 5.72  0.09
H 3.52 -1.78 4.09  0.08
H 3.45 -1.51 1.63  0.06
H -0.83 -0.40 2.25  0.12

4.
Molecular formula: C17H26CeIO2P2
Method: DFT, ωB97M-V/def2-TZVPD

Computed properties:
**Net charge**: +2
**Relative energy (zero: lowest compared OMol25 entry of this formula, charge and spin)**: 0.677 eV
**2S+1**: 2
**Maximum force**: 0.112 hartree/bohr
**Orbital gap (alpha / beta)**: 6.64 / 6.69 eV

Each line ends with the Löwdin charge.
Atoms and positions in Å:
C 0.00 -0.11 -7.39  -0.06
C 0.01 0.65 -6.09  -0.70
H 0.00 0.59 -8.23  0.11
H -0.89 -0.74 -7.44  0.09
H 0.88 -0.75 -7.44  0.09
O 0.02 1.84 -5.93  0.06
I -0.01 -0.61 -4.19  0.74
Ce -0.01 -1.19 -0.09  0.69
P 2.53 0.00 -0.04  0.74
C 3.60 1.21 0.78  -0.22
C 3.25 -1.57 0.65  -0.23
H 4.33 -1.50 0.46  0.07
H 4.33 -0.23 -1.58  0.06
H 2.85 -2.47 0.17  0.05
H 2.81 -0.79 -2.37  0.02
H 3.40 1.23 1.87  0.07
H 3.08 -1.61 1.73  0.06
C 3.26 -0.03 -1.72  -0.24
H 4.64 0.90 0.60  0.07
H 3.14 0.95 -2.19  0.07
H 3.43 2.21 0.35  0.07
P -2.53 0.05 -0.04  0.74
C -3.57 1.28 0.78  -0.22
C -3.26 0.03 -1.71  -0.24
H -2.89 -2.42 0.18  0.05
H -4.35 -1.42 0.48  0.07
H -3.09 -1.55 1.75  0.06
C -3.27 -1.51 0.67  -0.23
H -2.82 -0.74 -2.36  0.02
H -4.33 -0.16 -1.58  0.06
H -4.62 0.99 0.60  0.07
H -3.38 2.28 0.35  0.07
H -3.12 1.00 -2.19  0.07
H -3.38 1.30 1.87  0.07
C 0.01 1.14 0.47  -0.26
O 0.02 2.17 1.02  0.14
C -0.06 -1.01 2.14  -0.22
C -0.09 -0.90 3.39  -0.04
C -0.09 -0.73 4.78  -0.25
C -1.15 -0.07 5.46  -0.01
C -1.15 -0.03 6.86  -0.05
C -0.10 -0.58 7.60  -0.03
C 0.98 -1.16 6.92  -0.06
C 1.01 -1.21 5.53  -0.02
H -1.96 0.40 4.91  0.12
H -1.98 0.43 7.38  0.12
H -0.11 -0.54 8.69  0.12
H 1.81 -1.58 7.49  0.12
H 1.88 -1.64 5.03  0.12

5.
Molecular formula: C17H26CoIN6O3
Method: DFT, ωB97M-V/def2-TZVPD

Computed properties:
**Net charge**: +1
**Relative energy (zero: lowest compared OMol25 entry of this formula, charge and spin)**: 1.074 eV
**2S+1**: 2
**Maximum force**: 0.033 hartree/bohr
**Orbital gap (alpha / beta)**: 7.20 / 8.01 eV

Each line ends with the Löwdin charge.
Atoms and positions in Å:
Co -0.16 0.00 -0.07  0.61
C 3.79 0.66 1.38  0.02
C 2.38 0.25 1.10  -0.25
N 1.90 0.11 -0.09  -0.05
O 2.76 0.44 -1.12  -0.03
C 1.48 -0.10 2.18  -0.28
C 1.93 -0.33 3.58  -0.01
N 0.24 -0.28 1.80  -0.20
O -0.69 -0.70 2.53  -0.11
H 4.20 1.21 0.54  0.08
H 4.41 -0.23 1.53  0.11
H 3.84 1.25 2.28  0.10
H 2.44 -0.07 -1.87  0.08
H 2.86 -0.90 3.60  0.09
H 1.16 -0.88 4.12  0.08
H 2.09 0.62 4.10  0.09
I -2.27 2.37 1.83  1.02
C -0.84 3.11 0.48  -0.73
C -0.72 4.49 0.40  -0.13
C 0.20 5.03 -0.48  -0.04
C 0.96 4.17 -1.26  -0.03
C 0.76 2.81 -1.11  -0.12
N -0.11 2.27 -0.25  -0.02
H -1.34 5.12 1.02  0.10
H 0.32 6.10 -0.55  0.12
H 1.69 4.53 -1.96  0.12
H 1.35 2.12 -1.70  0.10
N -5.11 -1.55 0.61  0.16
C -4.28 -0.76 -0.10  -0.36
C -2.88 -0.91 -0.05  -0.07
N -2.08 -0.12 -0.75  -0.03
C -2.64 0.82 -1.53  -0.14
C -4.01 0.94 -1.59  -0.10
N -4.83 0.18 -0.88  0.15
H -4.76 -2.16 1.33  0.11
H -6.09 -1.32 0.61  0.11
H -2.42 -1.66 0.58  0.12
H -1.98 1.45 -2.12  0.11
H -4.48 1.69 -2.22  0.12
C 0.44 -1.56 -2.98  -0.05
C -0.26 -2.51 -2.01  -0.25
O 0.16 -2.32 -0.67  -0.22
C 1.37 -3.02 -0.33  -0.24
C 1.30 -3.48 1.12  -0.04
H -0.03 -1.60 -3.96  0.09
H 1.50 -1.82 -3.09  0.08
H 0.36 -0.54 -2.60  0.05
H -0.10 -3.55 -2.31  0.13
H -1.34 -2.32 -2.03  0.11
H 2.23 -2.37 -0.48  0.11
H 1.47 -3.88 -0.99  0.12
H 0.95 -2.68 1.76  0.06
H 2.28 -3.80 1.45  0.09
H 0.61 -4.32 1.22  0.09

6.
Molecular formula: C17H26Ge2NRuS5
Method: DFT, ωB97M-V/def2-TZVPD

Computed properties:
**Net charge**: 0
**Relative energy (zero: lowest compared OMol25 entry of this formula, charge and spin)**: 0.000 eV
**2S+1**: 6
**Maximum force**: 0.033 hartree/bohr
**Orbital gap (alpha / beta)**: 7.38 / 5.55 eV

Each line ends with the Löwdin charge.
Atoms and positions in Å:
Ru 7.81 8.64 6.97  0.37
C 12.54 10.47 6.42  -0.19
C 11.08 10.27 6.08  -0.42
Ge 10.25 8.63 6.94  0.80
C 11.01 6.94 6.10  -0.37
C 12.48 6.73 6.44  -0.19
C 10.85 8.62 8.81  -0.24
C 9.98 8.62 9.85  -0.34
Ge 8.02 8.61 9.35  0.89
C 6.97 6.94 9.83  -0.36
C 6.78 6.56 11.29  -0.19
C 6.96 10.30 9.82  -0.38
C 6.79 10.62 11.29  -0.18
C 10.40 8.61 11.26  -0.25
C 11.75 8.62 11.64  -0.03
C 12.10 8.62 12.98  -0.09
C 11.12 8.61 13.97  -0.09
C 9.79 8.61 13.60  -0.08
C 9.43 8.61 12.26  -0.08
H 12.92 11.42 5.99  0.07
H 13.18 9.66 6.02  0.05
H 12.70 10.53 7.52  0.07
H 10.92 10.19 4.98  0.06
H 10.48 11.14 6.43  0.00
H 10.85 7.01 5.01  0.07
H 10.39 6.10 6.47  0.03
H 13.12 7.54 6.02  0.05
H 12.84 5.78 6.00  0.07
H 12.64 6.68 7.53  0.06
H 11.94 8.63 9.00  0.05
H 7.47 6.11 9.29  0.04
H 5.98 7.09 9.34  0.05
H 7.75 6.35 11.79  0.07
H 6.16 5.64 11.37  0.08
H 6.27 7.35 11.88  0.06
H 5.97 10.16 9.33  0.00
H 7.47 11.13 9.28  0.02
H 6.28 9.81 11.85  0.06
H 6.16 11.53 11.41  0.08
H 7.76 10.82 11.79  0.07
H 12.53 8.62 10.88  0.11
H 13.16 8.63 13.25  0.11
H 11.41 8.62 15.02  0.11
H 9.01 8.60 14.37  0.11
H 8.37 8.59 11.99  0.06
S 5.48 8.40 6.62  0.04
S 4.39 9.91 7.15  0.07
S 6.38 12.05 6.63  0.11
S 7.89 10.84 6.44  0.00
S 7.75 4.01 6.61  0.71
C 7.82 5.58 6.73  -0.92
N 7.92 6.77 6.84  -0.22

7.
Molecular formula: C17H26IN2O4
Method: DFT, ωB97M-V/def2-TZVPD

Computed properties:
**Net charge**: +1
**Maximum force**: 0.056 hartree/bohr
**Orbital gap**: 7.69 eV

Each line ends with the Löwdin charge.
Atoms and positions in Å:
C 0.86 -1.44 3.38  -0.11
C 1.62 -0.28 2.61  -0.24
C 0.71 0.52 1.61  -0.18
C 0.20 -0.45 0.44  -0.20
N -1.19 -0.06 0.14  0.01
C -1.70 -0.61 -1.07  -0.13
C -0.90 -0.98 -2.24  0.06
N -1.45 -1.54 -3.38  -0.07
C -0.52 -1.91 -4.49  -0.10
C -0.45 -3.49 -4.57  -0.27
C -0.32 -4.22 -3.18  -0.61
I -2.01 -5.57 -2.87  0.75
C -2.80 -1.75 -3.50  0.01
C -3.72 -1.42 -2.41  0.08
C -3.16 -0.86 -1.19  0.01
C -4.06 -0.51 0.06  -0.45
O -4.49 0.57 0.26  0.18
O -4.26 -1.59 0.92  0.11
H -0.11 -1.73 2.89  0.06
H 1.52 -2.35 3.37  0.07
H 0.61 -1.13 4.44  0.08
H 2.10 0.39 3.36  0.09
H 2.45 -0.74 2.01  0.11
H -0.13 1.09 2.09  0.12
H 1.38 1.29 1.13  0.10
H 0.30 -1.53 0.74  0.12
H 0.92 -0.28 -0.41  0.11
H -1.29 0.96 0.16  0.15
H 0.20 -0.81 -2.24  0.13
H 0.50 -1.54 -4.20  0.14
H -0.83 -1.51 -5.48  0.15
H 0.45 -3.75 -5.18  0.12
H -1.37 -3.89 -5.08  0.07
H 0.59 -4.88 -3.22  0.05
H -0.17 -3.55 -2.30  0.04
H -3.26 -2.17 -4.42  0.15
H -4.81 -1.61 -2.52  0.14
H -3.43 -2.10 0.84  0.12
O 2.31 2.58 4.39  0.12
C 2.49 3.43 3.57  -0.47
O 2.51 3.20 2.23  0.00
C 2.85 4.41 1.54  -0.16
C 2.50 5.53 2.50  -0.16
C 2.76 4.89 3.85  -0.07
H 3.92 4.39 1.30  0.13
H 2.29 4.48 0.61  0.12
H 3.07 6.44 2.33  0.12
H 1.44 5.78 2.40  0.12
H 3.79 5.01 4.17  0.14
H 2.08 5.27 4.61  0.13

8.
Molecular formula: C17H26N2O18S5
Method: DFT, ωB97M-V/def2-TZVPD

Computed properties:
**Net charge**: 0
**Relative energy (zero: lowest compared OMol25 entry of this formula, charge and spin)**: 2.233 eV
**Maximum force**: 0.086 hartree/bohr
**Orbital gap**: 7.84 eV

Each line ends with the Löwdin charge.
Atoms and positions in Å:
C -6.09 1.02 2.36  -0.04
C -4.65 0.43 1.96  -0.36
O -4.72 -1.02 1.80  -0.06
C -4.26 1.00 0.55  -0.15
O -3.76 2.37 0.57  -0.10
C -2.37 2.25 0.79  -0.23
C -1.92 2.43 2.25  0.02
C -0.50 2.28 2.60  0.00
C 0.43 1.96 1.47  -0.30
N 1.82 1.75 1.58  -0.27
S 2.38 1.45 0.05  0.94
N 1.02 1.54 -0.94  -0.23
C 0.03 1.80 0.00  -0.34
C -1.44 1.94 -0.31  0.06
H -6.75 0.86 1.45  0.09
H -5.96 2.11 2.60  0.08
H -6.45 0.44 3.25  0.08
H -3.91 0.64 2.78  0.13
H -4.50 -1.42 2.66  0.10
H -3.51 0.28 0.10  0.11
H -5.14 0.99 -0.17  0.15
H -2.70 2.65 3.04  0.11
H -0.21 2.40 3.67  0.11
H -1.85 1.82 -1.35  0.13
C -0.74 -2.41 -1.73  -0.16
C -1.00 -3.39 -0.60  -0.17
O -2.38 -3.20 -0.26  -0.19
S -3.21 -2.78 -1.58  0.63
O -3.83 -3.95 -2.10  -0.22
O -3.92 -1.59 -1.31  -0.22
O -1.94 -2.42 -2.52  -0.19
H -0.59 -1.40 -1.35  0.12
H 0.11 -2.70 -2.34  0.14
H -0.36 -3.22 0.26  0.14
H -0.88 -4.43 -0.94  0.13
C 7.06 0.50 -1.33  -0.17
C 6.46 0.50 -2.72  -0.17
O 6.06 -0.86 -2.95  -0.19
S 5.62 -1.52 -1.54  0.64
O 4.20 -1.44 -1.44  -0.25
O 6.34 -2.73 -1.36  -0.24
O 6.25 -0.39 -0.57  -0.19
H 8.08 0.11 -1.34  0.13
H 7.06 1.50 -0.89  0.13
H 7.16 0.82 -3.49  0.14
H 5.56 1.12 -2.77  0.13
C -8.30 5.14 5.02  -0.17
C -7.01 4.73 4.33  -0.18
O -6.57 3.58 5.05  -0.20
S -7.86 2.75 5.57  0.63
O -8.12 1.70 4.65  -0.23
O -7.71 2.53 6.97  -0.22
O -8.96 3.92 5.34  -0.19
H -8.11 5.68 5.95  0.13
H -8.93 5.75 4.37  0.14
H -6.25 5.52 4.37  0.14
H -7.18 4.45 3.29  0.13
C 9.75 -3.36 -5.37  -0.18
C 9.65 -4.85 -5.12  -0.17
O 8.80 -4.98 -3.98  -0.18
S 7.71 -3.78 -3.99  0.66
O 6.50 -4.27 -4.55  -0.21
O 7.76 -3.11 -2.73  -0.26
O 8.44 -2.84 -5.09  -0.19
H 10.45 -2.88 -4.69  0.13
H 10.03 -3.13 -6.40  0.13
H 10.62 -5.30 -4.93  0.14
H 9.17 -5.36 -5.96  0.13